Entry 1:
Formula: C46H53AsBrClGeN6O2STeV
Source: OMol25
Level of theory: wB97M-V/def2-TZVPD

Geometry as XYZ:
```
114
Properties=species:S:1:pos:R:3:forces:R:3
V -0.354 -0.327 -0.108 -1.533 1.332 2.774
C 1.925 3.723 2.232 0.008 -0.050 -0.041
N 1.131 4.064 1.072 -0.006 -0.012 0.138
C 1.450 5.229 0.262 0.021 0.027 -0.126
C 0.358 5.212 -0.825 0.176 0.044 -0.062
N -0.291 3.938 -0.575 -0.250 0.007 -0.380
C 0.146 3.347 0.526 0.086 -0.090 0.109
S -0.530 1.951 1.208 -0.351 -0.128 0.516
H 1.867 4.521 2.978 0.007 -0.079 -0.082
H 2.968 3.571 1.933 -0.074 0.036 0.058
H 1.547 2.795 2.654 -0.012 0.044 0.040
H 2.454 5.122 -0.154 0.053 0.024 -0.017
H 1.423 6.135 0.864 0.024 0.059 0.040
H 0.776 5.252 -1.830 -0.007 0.028 -0.040
H -0.343 6.035 -0.710 -0.083 0.083 0.005
H -1.050 3.533 -1.123 0.190 -0.002 0.016
C 1.133 1.167 5.665 0.288 0.077 0.132
C 2.399 1.109 5.099 -0.097 -0.083 0.136
C 2.564 0.599 3.817 0.301 0.040 -0.200
C 1.476 0.183 3.055 -0.151 -0.191 -0.036
C 0.211 0.249 3.652 0.264 -0.044 0.045
C 0.039 0.719 4.942 -0.134 0.011 0.068
Ge 1.755 -0.484 1.190 0.989 -0.100 0.642
C 2.397 -2.334 1.565 0.016 0.096 -0.095
C 3.089 -3.102 0.622 -0.059 0.184 -0.086
C 3.485 -4.403 0.893 -0.004 -0.073 0.097
C 3.214 -4.963 2.137 0.042 -0.018 0.061
C 2.553 -4.207 3.095 0.083 -0.241 0.119
C 2.141 -2.916 2.805 -0.057 0.104 0.045
C 3.391 0.451 0.536 -0.069 -0.168 0.052
C 4.669 -0.053 0.796 -0.011 0.208 -0.037
C 5.807 0.606 0.333 -0.081 -0.252 0.087
C 5.690 1.769 -0.408 0.004 0.150 -0.100
C 4.428 2.279 -0.689 0.014 -0.012 0.155
C 3.298 1.627 -0.213 -0.129 0.003 -0.109
H 1.010 1.567 6.664 -0.039 -0.040 -0.016
H 3.259 1.448 5.665 -0.008 0.008 -0.037
H 3.566 0.563 3.388 -0.163 -0.002 0.083
H -0.667 -0.015 3.085 -0.105 -0.098 -0.024
H -0.954 0.763 5.382 0.066 0.016 -0.069
H 3.336 -2.669 -0.346 0.005 -0.014 0.055
H 4.021 -4.978 0.149 0.024 -0.002 -0.036
H 3.543 -5.969 2.366 -0.018 0.034 -0.018
H 2.374 -4.619 4.085 0.014 0.000 -0.130
H 1.629 -2.339 3.571 0.058 -0.013 -0.021
H 4.791 -0.966 1.369 -0.030 -0.003 -0.010
H 6.787 0.194 0.542 -0.027 0.029 0.023
H 6.577 2.274 -0.769 -0.037 -0.015 0.000
H 4.330 3.189 -1.270 -0.011 -0.018 -0.027
H 2.316 2.018 -0.462 0.009 0.003 0.035
N -0.902 -1.669 1.278 0.347 0.394 -0.340
C -1.155 -2.391 2.124 -0.336 -1.010 1.178
N -1.513 -3.173 3.082 -0.078 -0.432 0.346
C -0.840 -4.436 3.390 -0.114 -0.202 0.036
C -1.905 -5.517 3.522 0.253 0.147 0.181
O -2.863 -5.158 4.499 0.032 0.061 -0.054
C -3.529 -3.964 4.146 -0.251 0.052 0.166
C -2.563 -2.802 4.028 -0.083 0.157 0.016
H -0.306 -4.309 4.334 0.032 -0.060 0.064
H -0.115 -4.664 2.618 0.042 -0.042 -0.131
H -1.453 -6.448 3.851 0.029 -0.084 0.012
H -2.391 -5.676 2.558 -0.096 -0.039 -0.175
H -4.255 -3.761 4.931 0.002 -0.019 0.024
H -4.075 -4.093 3.203 0.039 -0.033 -0.074
H -2.088 -2.589 4.987 -0.060 0.027 0.098
H -3.067 -1.905 3.668 -0.014 -0.009 0.035
C 2.062 -0.516 -2.818 -0.265 0.146 -0.017
As 0.419 0.553 -3.032 1.330 0.502 -2.259
C 1.209 2.198 -3.688 -0.225 -0.183 0.012
C -0.162 -0.469 -4.669 0.116 0.349 0.314
O 0.232 0.766 -1.322 0.571 1.043 -1.233
H 2.517 -0.618 -3.797 0.144 -0.079 -0.199
H 1.843 -1.503 -2.419 0.040 -0.005 -0.027
H 2.739 0.004 -2.147 0.058 0.018 0.064
H 0.572 2.627 -4.457 -0.021 0.028 -0.069
H 2.204 1.996 -4.069 0.146 -0.026 -0.099
H 1.268 2.887 -2.851 -0.022 0.012 0.129
H 0.507 -0.107 -5.459 -0.070 -0.003 0.193
H -1.197 -0.265 -4.921 -0.039 -0.012 0.052
H 0.016 -1.528 -4.514 0.014 -0.088 0.011
Cl -6.071 -2.798 -0.339 0.064 0.022 -0.013
C -5.150 -1.349 -0.134 0.072 0.030 0.035
C -5.769 -0.104 -0.162 0.007 -0.089 0.040
C -4.985 1.010 0.055 -0.174 0.172 0.001
C -3.621 0.854 0.244 -0.036 -0.013 0.029
N -3.019 -0.333 0.226 0.102 -0.055 -0.259
C -3.784 -1.426 0.062 0.277 0.194 0.024
H -6.833 -0.035 -0.344 0.007 0.033 0.030
H -5.408 2.011 0.058 0.015 -0.200 -0.011
H -2.978 1.705 0.408 0.035 0.062 -0.021
H -3.282 -2.391 0.081 -0.045 0.095 -0.037
Te -2.113 1.761 -2.729 -0.589 0.805 -0.504
C -2.432 3.244 -4.246 -0.026 -0.375 0.120
C -2.636 4.566 -3.858 0.004 0.005 0.086
C -2.944 5.544 -4.795 0.033 -0.037 0.080
C -3.047 5.208 -6.137 -0.089 0.145 -0.143
C -2.845 3.897 -6.535 0.038 -0.166 0.042
C -2.538 2.919 -5.594 0.052 -0.140 -0.183
H -2.585 4.833 -2.808 0.014 0.009 -0.002
H -3.116 6.563 -4.468 0.019 -0.051 -0.046
H -3.304 5.964 -6.871 0.041 -0.046 0.070
H -2.949 3.616 -7.577 0.045 0.063 0.048
H -2.399 1.894 -5.929 -0.049 0.120 0.099
Br -3.422 -2.489 -4.097 0.282 -0.157 0.148
C -1.911 -2.773 -2.993 -0.225 0.123 -0.070
C -1.173 -3.943 -3.007 -0.153 0.020 -0.108
C -0.106 -4.047 -2.127 0.240 -0.204 0.055
C 0.189 -3.000 -1.274 0.185 -0.895 -0.157
N -0.520 -1.887 -1.300 -0.227 -0.304 -0.641
C -1.542 -1.752 -2.131 -0.550 -0.881 -0.680
H -1.431 -4.746 -3.686 0.027 -0.004 0.047
H 0.505 -4.939 -2.092 -0.064 -0.007 -0.036
H 0.992 -3.059 -0.548 -0.049 0.008 -0.069
H -2.122 -0.844 -2.122 -0.003 0.206 0.035
```
Forces are in eV/Å.

Output
Expectation value of S² ... 2.040
Relative energy (zero: lowest compared OMol25 entry of this formula, charge and spin) ... 0.0 kJ/mol
Net charge ... +1
Gap between HOMO and LUMO (spin up / spin down) ... 6.94 / 6.75 eV
Multiplicity ... 3

Löwdin atomic charge list, values in e, 5 entries: atom 1 (V): 0.4090, atom 2 (C): -0.0203, atom 3 (N): -0.1421, atom 4 (C): -0.0906, atom 5 (C): -0.1103


Entry 2:
Formula: C4H4N2O2
Source: OMol25
Level of theory: wB97M-V/def2-TZVPD

Geometry as XYZ:
```
12
Properties=species:S:1:pos:R:3:forces:R:3
O 2.709 -1.032 0.171 -2.385 0.288 -1.051
N 2.026 -0.035 -0.133 4.309 3.078 1.786
O 2.615 1.107 -0.147 -1.928 -2.492 -0.593
C 0.624 0.036 -0.226 -0.281 2.608 0.685
C -0.204 1.194 -0.037 -1.433 0.724 0.761
C -1.580 0.674 -0.028 1.604 -0.462 1.491
C -1.452 -0.718 -0.038 -0.792 -1.299 -0.647
N -0.131 -1.058 -0.222 -1.706 -3.991 0.825
H -0.074 2.346 0.336 0.526 -3.354 -1.562
H -2.470 1.211 0.357 0.767 -0.348 -0.844
H -2.188 -1.617 0.017 1.228 2.157 -0.081
H 0.124 -2.107 -0.051 0.091 3.092 -0.770
```
Forces are in eV/Å.

Output
Relative energy (zero: lowest compared OMol25 entry of this formula, charge and spin) ... 491.6 kJ/mol
Structure (SMILES) ... O=[N+]([O-])c1ccc[nH]1
Net charge ... 0
Gap between HOMO and LUMO ... 8.71 eV

Löwdin atomic charge list, values in e, 5 entries: atom 1 (O): 0.0481, atom 2 (N): -0.3037, atom 3 (O): 0.0148, atom 4 (C): -0.2710, atom 5 (C): 0.0204


Entry 3:
Formula: C6H9N
Source: OMol25
Level of theory: wB97M-V/def2-TZVPD

Geometry as XYZ:
```
16
Properties=species:S:1:pos:R:3:forces:R:3
C 2.132 -0.241 0.213 0.208 -0.015 -0.072
N 0.775 -0.553 -0.186 0.728 0.063 0.353
C -0.192 0.013 0.791 0.062 -0.126 0.173
C -0.633 1.258 0.057 0.063 -0.055 -0.148
C -1.028 0.450 -1.165 -0.646 0.286 -0.298
C -1.661 -0.741 -0.784 0.141 0.017 0.032
C -1.194 -1.047 0.480 -0.439 -0.054 -0.019
H 2.417 -0.790 1.125 -0.058 0.056 -0.108
H 2.820 -0.537 -0.586 -0.073 0.032 0.160
H 2.280 0.835 0.431 -0.068 -0.167 -0.024
H 0.159 0.086 1.827 -0.003 0.001 -0.201
H 0.217 1.926 -0.111 -0.143 -0.094 0.009
H -1.472 1.836 0.475 0.111 -0.152 -0.023
H -1.071 0.862 -2.170 0.002 -0.069 0.144
H -2.205 -1.402 -1.448 0.083 0.113 0.110
H -1.346 -1.955 1.050 0.033 0.164 -0.088
```
Forces are in eV/Å.

Output
Relative energy (zero: lowest compared OMol25 entry of this formula, charge and spin) ... 426.8 kJ/mol
Net charge ... 0
Gap between HOMO and LUMO (spin up / spin down) ... 8.62 / 7.84 eV

Löwdin atomic charge list, values in e, 5 entries: atom 1 (C): -0.1586, atom 2 (N): -0.0282, atom 3 (C): -0.4060, atom 4 (C): -0.1456, atom 5 (C): -0.0360